C84H70N14O28 | ωB97M-V/def2-TZVPD

Summary:
**⟨S²⟩**: 0.77
**Electronic energy**: -6114.8932 Ha
**Net charge**: -1
**Multiplicity**: 2
**HOMO (spin up / spin down)**: -2.620 / -5.963 eV

Geometry as XYZ:
```
196
C84H70N14O28, DFT ωB97M-V/def2-TZVPD
C -0.53232 4.13231 -21.54294
C 0.68678 4.82213 -21.37920
C 1.86179 4.06562 -21.33761
C 1.83385 2.64827 -21.26825
C 0.58788 2.04004 -21.30967
C -0.61726 2.74656 -21.51507
N 3.07659 1.80259 -21.20778
O 4.08060 2.24675 -21.80701
O 3.08397 0.83117 -20.46350
H -1.39511 4.77277 -21.65155
H 0.64868 5.90141 -21.38939
H 2.76084 4.66372 -21.31776
H 0.54244 0.97314 -21.14820
H -1.59371 2.28656 -21.47856
C 11.44397 0.49753 -23.32169
C 10.50206 1.14516 -22.53960
C 10.29200 2.51557 -22.64250
C 11.02430 3.27309 -23.51742
C 12.02752 2.67547 -24.28402
C 12.24316 1.28139 -24.20408
N 10.78404 4.73897 -23.60951
O 10.27138 5.32704 -22.63282
O 11.18900 5.31818 -24.64908
H 11.57854 -0.56104 -23.15517
H 10.06920 0.60993 -21.70740
H 9.63692 2.99792 -21.93214
H 12.64328 3.26470 -24.94739
H 12.96391 0.84115 -24.87722
C 13.71790 -0.88956 -19.31010
C 13.20223 -0.33368 -18.14762
C 11.80135 -0.27056 -18.08485
C 10.98614 -0.74191 -19.09324
C 11.57273 -1.45016 -20.20018
C 12.95559 -1.47808 -20.29395
N 9.55879 -0.40965 -19.18629
O 9.09235 0.22149 -18.23243
O 8.92214 -0.89991 -20.15534
H 14.79169 -1.00312 -19.33192
H 13.78381 0.03210 -17.31433
H 11.32825 0.16442 -17.21688
H 10.94833 -1.83878 -20.99107
H 13.44869 -2.03981 -21.07351
C 1.78855 12.05631 -19.76489
C 1.18674 11.20291 -20.70951
C 1.71046 9.93128 -20.76399
C 2.88816 9.53716 -20.04806
C 3.41822 10.37494 -19.11397
C 2.85975 11.64399 -18.96716
N 3.44834 8.23969 -20.30954
O 2.63308 7.35496 -20.57475
O 4.61869 8.10591 -20.22818
H 1.52023 13.09353 -19.62858
H 0.34491 11.55154 -21.28933
H 1.25374 9.22498 -21.44145
H 4.37025 10.28013 -18.61292
H 3.32198 12.35201 -18.29527
C 8.22933 8.40840 -15.53229
C 7.88263 7.05172 -15.66407
C 6.59058 6.61711 -16.20648
C 5.65816 7.61517 -16.57734
C 6.01134 8.96049 -16.51251
C 7.30457 9.32332 -16.02879
N 4.34750 7.22817 -17.10143
O 4.06346 6.07209 -17.19170
O 3.40891 8.08826 -17.31875
H 9.19446 8.72362 -15.16409
H 8.58800 6.28059 -15.39167
H 6.32216 5.57328 -16.27564
H 5.35304 9.71235 -16.92208
H 7.66349 10.33805 -15.93994
C 5.31614 -1.07827 -14.39893
C 5.62769 -1.03082 -13.00617
C 6.91582 -0.56773 -12.61144
C 7.85915 -0.13156 -13.55142
C 7.50346 -0.02170 -14.89549
C 6.26224 -0.54817 -15.27095
N 9.26802 0.19552 -13.11211
O 10.18220 0.35132 -13.94222
O 9.43240 0.12149 -11.87804
H 4.36366 -1.37092 -14.81552
H 4.85980 -1.15302 -12.25663
H 7.21240 -0.65266 -11.57644
H 8.15900 0.23505 -15.71448
H 6.02364 -0.42216 -16.31670
C 0.80264 5.13313 -16.81718
C -0.11145 4.34978 -16.09854
C -1.45233 4.24603 -16.49636
C -1.93628 5.02515 -17.53890
C -0.96908 5.74210 -18.27712
C 0.40532 5.84410 -17.93773
N -3.33575 4.96306 -18.03285
O -3.60442 5.36238 -19.19732
O -4.24924 4.60721 -17.28015
H 1.81741 4.97379 -16.48363
H 0.17505 3.69722 -15.28706
H -2.12386 3.71583 -15.83732
H -1.25670 6.20131 -19.21136
H 1.08411 6.29690 -18.64528
C 0.83712 0.01515 -15.30799
C 1.14287 0.45910 -16.58330
C 0.07559 0.93232 -17.29571
C -1.28974 0.82575 -16.88697
C -1.51714 0.36339 -15.61027
C -0.46431 -0.07797 -14.78234
N -2.36121 1.23463 -17.77557
O -2.06259 1.52041 -18.94708
O -3.48386 1.18979 -17.39754
H 1.65394 -0.34008 -14.69724
H 2.10571 0.40198 -17.06919
H 0.21974 1.50124 -18.20233
H -2.52823 0.30316 -15.23548
H -0.62989 -0.34543 -13.74916
C 2.85264 2.03820 -12.87230
C 3.79231 1.73893 -11.87186
C 5.12896 2.06407 -12.03834
C 5.52710 2.70815 -13.22104
C 4.61895 2.94610 -14.21989
C 3.27705 2.59863 -14.08012
N 6.96782 3.09983 -13.36900
O 7.43179 3.49056 -14.48864
O 7.63640 2.95767 -12.31935
H 1.85823 1.69636 -12.62596
H 3.55810 1.11282 -11.02360
H 5.79761 1.80098 -11.23206
H 4.93449 3.34635 -15.17206
H 2.70476 2.86543 -14.95630
C 7.13378 4.21115 -20.37147
C 7.44632 2.99425 -19.73354
C 6.50589 2.50560 -18.88358
C 5.24463 3.17124 -18.67810
C 5.02483 4.40916 -19.31830
C 6.01682 4.93596 -20.09158
N 4.23013 2.48960 -17.81166
O 3.05721 2.95674 -17.73179
O 4.56845 1.46894 -17.29997
H 7.90308 4.44820 -21.09146
H 8.36125 2.45833 -19.93870
H 6.69107 1.55244 -18.41071
H 4.13178 4.99201 -19.14764
H 5.76799 5.81766 -20.66351
C 4.48051 4.68323 -24.91199
C 4.61097 5.46578 -23.80392
C 4.28298 6.83622 -23.83932
C 3.87410 7.46594 -24.97885
C 3.72124 6.68035 -26.08858
C 3.89658 5.27428 -26.08558
N 3.48035 8.88083 -24.91850
O 3.63388 9.36915 -23.77940
O 3.00805 9.45549 -25.90365
H 4.65077 3.62204 -24.80573
H 4.83714 5.04680 -22.83454
H 4.36861 7.40233 -22.92357
H 3.28980 7.02299 -27.01748
H 3.67671 4.64132 -26.93258
C 7.52801 7.75505 -22.20530
C 7.47415 7.24194 -23.51577
C 7.18112 7.99898 -24.66048
C 6.90710 9.39530 -24.45720
C 6.95279 9.92731 -23.12752
C 7.26868 9.14990 -22.02499
N 6.43537 10.19433 -25.64245
O 5.65259 11.12396 -25.38313
O 6.87390 9.88452 -26.75772
H 7.73539 7.14152 -21.34102
H 7.73940 6.20839 -23.68259
H 7.29341 7.46649 -25.59335
H 6.70403 10.96327 -22.95057
H 7.21341 9.63299 -21.06064
C 10.43272 7.07313 -19.87252
C 11.45870 7.81949 -20.36352
C 11.53732 9.18902 -20.05216
C 10.55148 9.75347 -19.25890
C 9.59506 8.94068 -18.77138
C 9.45397 7.64569 -19.05240
N 10.51866 11.26272 -19.01928
O 9.77646 11.69950 -18.13722
O 11.23455 11.95810 -19.67556
H 10.25753 6.08432 -20.26998
H 12.22983 7.32861 -20.93867
H 12.38326 9.75204 -20.41794
H 8.76675 9.39969 -18.25214
H 8.56824 7.09536 -18.77131
C 7.42886 -0.27374 -23.10924
C 7.27092 1.01445 -22.58103
C 7.37845 2.13700 -23.41418
C 7.65400 1.98074 -24.75698
C 7.89344 0.67078 -25.27058
C 7.72599 -0.49076 -24.48868
N 7.95086 3.19333 -25.59850
O 8.53114 3.05599 -26.66323
O 7.46880 4.23643 -25.22317
H 7.32650 -1.12179 -22.44837
H 7.14198 1.21891 -21.52843
H 7.40618 3.11931 -22.96619
H 7.96968 0.55901 -26.34207
H 7.90707 -1.45516 -24.93983
```

Mulliken atomic charge list, values in e, 5 entries:
1. C -0.400
2. C -1.762
3. C 0.734
4. C 0.311
5. C -0.355

=====

C86H126N13O22 | ωB97M-V/def2-TZVPD

Summary:
**Electronic energy**: -5716.9207 Ha
**Net charge**: +7
**HOMO**: -17.827 eV

Geometry as XYZ:
```
247
C86H126N13O22, DFT ωB97M-V/def2-TZVPD
C -21.78843 16.90502 11.37887
N -20.63602 16.97415 12.27042
C -20.53454 16.21029 13.35385
C -19.30881 16.11647 14.04201
C -18.19776 16.81178 13.60383
C -18.36519 17.64515 12.48688
C -19.59119 17.65224 11.82830
C -16.77632 16.69160 14.23001
C -16.42996 16.92427 15.57263
C -15.14127 16.81633 16.00012
N -14.10624 16.55597 15.17847
C -14.36285 16.39779 13.87958
C -15.64651 16.45230 13.39834
C -12.67616 16.61027 15.70929
H -21.93171 17.92081 10.94865
H -22.70982 16.65957 11.88366
H -21.54885 16.17019 10.59415
H -21.39732 15.61890 13.61002
H -19.30802 15.40507 14.85154
H -17.51266 18.10823 12.10129
H -19.63953 18.18035 10.88133
H -17.13944 17.24435 16.30740
H -14.84959 16.90890 17.04763
H -13.52426 16.46991 13.17930
H -15.74191 16.48116 12.31969
H -12.09924 15.87365 15.08348
H -12.75204 16.25150 16.76705
H -12.25819 17.61595 15.63979
C -19.12148 24.14221 10.67334
N -19.54814 23.54093 11.95879
C -18.88970 22.41347 12.29160
C -19.33133 21.71694 13.38136
C -20.48095 22.15567 14.13068
C -21.05846 23.34470 13.76262
C -20.59427 24.00861 12.63150
C -20.93114 21.22086 15.26791
C -19.99373 20.46302 15.96755
C -20.35041 19.58554 16.93665
N -21.64311 19.42949 17.30128
C -22.57797 20.06872 16.57504
C -22.27420 20.96051 15.57926
C -22.10489 18.58935 18.43195
H -19.65617 23.64643 9.84649
H -18.06206 24.00928 10.60707
H -19.34308 25.19289 10.64824
H -13.32895 20.69837 14.33369
H -18.92386 20.76105 13.61595
H -21.88868 23.74171 14.30175
H -21.07039 24.86036 12.15708
H -18.94007 20.57530 15.77712
H -19.59577 19.09828 17.54877
H -23.60082 19.91892 16.88351
H -23.03869 21.49839 15.06755
H -22.45676 17.64743 18.02402
H -22.98194 19.08248 18.83932
H -21.27851 18.43156 19.14437
C -11.11395 18.81801 27.82305
N -11.95171 18.04507 26.84214
C -11.43845 17.04017 26.13558
C -12.21382 16.27727 25.28732
C -13.59092 16.56943 25.19488
C -14.06972 17.66949 25.88162
C -13.23363 18.37903 26.68843
C -14.52692 15.63337 24.47767
C -15.58504 16.13275 23.81582
C -16.49419 15.29161 23.21946
N -16.37172 13.97016 23.36879
C -15.32217 13.43167 24.02940
C -14.37563 14.25258 24.58721
C -17.42954 13.08389 22.85549
H -10.64234 18.03284 28.40580
H -11.69515 19.47238 28.44119
H -10.35327 19.41681 27.36758
H -10.36625 16.88747 26.21595
H -11.76233 15.38790 24.80363
H -15.13253 17.96376 25.85002
H -13.58928 19.23391 27.25563
H -15.68741 17.20266 23.70314
H -17.34816 15.63092 22.64897
H -15.21146 12.33296 24.11167
H -13.50530 13.79226 25.09954
H -17.08869 12.05859 22.79294
H -17.81864 13.46593 21.92128
H -18.21303 13.10059 23.60217
C -15.72163 29.24883 15.62953
N -14.91427 28.11159 16.14080
C -14.48440 28.05582 17.40645
C -13.74313 26.98037 17.88152
C -13.39908 25.97263 16.99042
C -13.97809 25.99714 15.73735
C -14.77506 27.03552 15.36862
C -12.43383 24.95154 17.43061
C -12.33419 24.67000 18.81238
C -11.31986 23.90167 19.30481
N -10.47473 23.22294 18.48171
C -10.57899 23.38252 17.14935
C -11.55898 24.22631 16.61899
C -9.48344 22.30574 19.09562
H -16.33031 28.93885 14.80372
H -15.06615 29.96815 15.18078
H -16.43308 29.61772 16.36185
H -14.70678 28.91354 17.99007
H -13.51569 26.92063 18.93483
H -13.94131 25.12978 15.09661
H -15.13439 27.18336 14.35864
H -13.10265 25.03680 19.48411
H -11.24354 23.73669 20.36048
H -10.05917 22.63698 16.54289
H -11.48204 24.39657 15.55139
H -8.95885 22.98911 19.77233
H -8.80965 21.87396 18.36783
H -10.04102 21.51963 19.57683
C -13.83444 17.94390 21.54027
N -13.99533 19.19261 20.75480
C -13.33373 19.30087 19.57998
C -13.72788 20.23376 18.62049
C -14.66138 21.16761 19.07137
C -15.14334 21.20345 20.36114
C -14.75157 20.18458 21.16249
C -15.24732 22.14233 18.11026
C -15.52958 21.76066 16.80639
C -16.36485 22.59873 16.02787
N -16.80838 23.75065 16.57344
C -16.35411 24.21302 17.76401
C -15.66603 23.36944 18.57792
C -17.79441 24.57373 15.82862
H -14.73700 17.87640 22.14439
H -12.88636 17.97860 22.07073
H -13.81584 17.11593 20.82429
H -12.76340 18.43574 19.29239
H -13.13376 20.24889 17.68857
H -15.70180 22.06157 20.75201
H -15.13591 20.06755 22.17217
H -15.30537 20.77355 16.43777
H -16.61215 22.41422 14.96208
H -16.82789 25.14538 18.16923
H -15.29600 23.73976 19.49407
H -17.56125 24.55031 14.77533
H -17.68815 25.63587 16.11400
H -18.78655 24.20433 16.07192
C -4.94856 15.18234 19.32384
C -5.86416 15.49764 20.55562
C -6.71786 16.73006 20.33886
N -7.58774 17.13090 21.46474
C -8.66895 16.05316 21.63758
C -8.13334 18.52380 21.27358
C -8.38702 19.06902 22.70844
C -7.62576 18.13843 23.66204
C -6.78089 17.20939 22.71074
H -4.36562 16.02200 19.04953
H -5.49501 14.81806 18.44863
H -4.29986 14.37638 19.62844
H -5.25563 15.73889 21.43560
H -6.52923 14.68503 20.83402
H -7.38302 16.53692 19.48945
H -6.11389 17.60108 20.11974
H -9.12635 16.21433 22.61035
H -8.21449 15.07945 21.52709
H -9.39940 16.17561 20.81772
H -9.07385 18.48310 20.72191
H -7.43910 19.07513 20.65454
H -9.44570 19.07030 22.90387
H -8.06558 20.07980 22.83919
H -8.31512 17.62964 24.31854
H -6.88389 18.68719 24.24789
H -6.53086 16.24271 23.13329
H -5.85335 17.72346 22.38255
C -15.59830 26.44438 23.35182
O -15.67203 25.13861 23.92810
C -16.18011 24.20840 23.02637
C -16.47012 22.96915 23.81263
N -17.46874 23.16887 24.94518
H -16.98204 23.88127 25.56414
H -18.32164 23.59351 24.63966
C -17.76470 21.89853 25.72371
C -18.77550 20.99969 25.05245
O -18.07795 20.17784 24.04928
C -18.85235 19.02335 23.76637
H -15.12531 27.12086 24.07677
H -16.57588 26.76983 23.02836
H -14.93716 26.48566 22.49226
H -15.48511 23.82789 22.25510
H -17.00814 24.61835 22.42825
H -15.58186 22.52438 24.27441
H -16.88907 22.23771 23.15282
H -18.12094 22.23893 26.69704
H -16.83633 21.40941 25.95003
H -19.68193 21.45823 24.58580
H -19.14742 20.44889 25.93461
H -19.35517 18.54725 24.63133
H -18.24287 18.27374 23.29252
H -19.70658 19.21410 23.13729
C -19.53013 26.85915 14.45623
O -20.39835 26.06041 15.19623
C -21.43021 26.88333 15.71679
C -22.10015 26.04596 16.73258
N -21.19667 25.89789 17.85019
H -20.55954 25.17586 17.49990
H -20.48475 26.79480 18.17624
C -21.94877 25.22216 19.00408
C -21.97382 23.68016 18.68683
O -20.62742 23.22140 18.38935
C -19.75157 23.40576 19.52576
H -18.83736 27.44925 15.08438
H -20.09670 27.66946 13.93732
H -18.86842 26.34128 13.75035
H -22.14689 27.14156 14.92277
H -20.99847 27.80774 16.19337
H -22.39693 25.06066 16.33774
H -23.03681 26.55323 17.00015
H -22.98155 25.53193 19.10143
H -21.47177 25.41758 19.97069
H -22.50019 23.51312 17.77058
H -22.42942 23.13013 19.51841
H -20.31904 23.38219 20.44930
H -19.26113 24.34139 19.51463
H -19.03479 22.54622 19.59473
O -14.35392 20.60369 14.27255
C -14.84680 19.42717 9.43202
O -14.52402 20.13560 8.51404
O -15.26141 18.93766 10.51271
H -14.60883 21.33427 13.66362
O -10.13730 19.02757 15.55202
C -10.04062 19.75091 16.70057
O -10.89506 20.68197 16.73443
O -9.10903 19.50188 17.44185
H -9.32481 19.23022 15.04885
O -15.61337 24.54303 11.51594
C -15.86659 24.59020 12.83773
O -16.82153 25.33327 13.17907
O -15.22700 23.83630 13.64911
H -16.16631 25.22834 11.08149
O -17.86441 27.98205 19.59496
C -18.71983 27.27610 18.92843
O -19.71925 27.85107 18.50920
O -18.41666 26.05497 18.70422
H -17.92969 28.92274 19.43775
O -17.94857 16.70143 19.53269
C -17.81548 18.20191 19.56657
O -17.95873 18.68569 18.46459
O -17.56102 18.85608 20.58158
H -18.26103 16.81105 18.69354
O -10.87317 17.78605 19.58837
C -11.51587 16.53164 18.91176
O -10.76156 15.64095 18.46725
O -12.72557 16.63805 18.99551
H -10.17901 17.88301 18.90410
```

Mulliken atomic charge list, values in e, 5 entries:
1. C -0.931
2. N 0.092
3. C -0.465
4. C -0.441
5. C 0.921